1.
ORCA calculation (the ωB97M-V functional and the def2-TZVPD basis) on an isolated ion of composition H3N4O and charge -1 at a distorted geometry.

HOMO level   -2.74 eV
M   75.051 g/mol
Energy above the lowest of the compared OMol25 structures with the same formula, charge and spin   63.2 kJ/mol
Net charge   -1
SMILES string   [NH-][N+](=O)[N-]N

XYZ file:
```
8
Properties=species:S:1:pos:R:3:nbo_charge:R:1
N 1.0767 -0.1053 1.6883 -0.661
N 0.4849 -0.2728 0.5561 0.391
O 0.3613 -1.3492 -0.0760 -0.616
N 0.0452 0.9237 0.0908 -0.285
N -0.6824 0.7287 -1.3884 -0.763
H 1.3599 -0.9903 1.9668 0.294
H -1.0054 -0.1964 -1.4764 0.335
H -1.6403 1.2618 -1.3613 0.306
```

***

2.
ORCA calculation (the ωB97M-V functional and the def2-TZVPD basis) on an isolated ion of composition C6H8N and charge +1 at a distorted geometry.

<S²>   2.03
HOMO level (alpha / beta)   -11.25 / -13.89 eV
M   94.137 g/mol
Energy above the lowest of the compared OMol25 structures with the same formula, charge and spin   229.5 kJ/mol
Net charge   +1
2S+1   3

XYZ file:
```
15
Properties=species:S:1:pos:R:3:nbo_charge:R:1
C 1.9602 0.0603 -0.1075 0.066
C 0.7247 -0.0132 0.0750 -0.086
C 3.2620 -0.0816 0.0063 -0.378
C -1.3435 1.1192 -0.6029 -0.424
C -1.1682 1.1073 0.8380 -0.030
C -0.6369 -0.0406 0.1059 -0.054
N -1.3825 -1.3412 0.0767 -0.653
H 3.7119 -1.0797 0.1585 0.246
H 3.8692 0.7999 -0.1834 0.239
H -2.2741 0.8502 -1.1881 0.231
H -0.8652 1.7874 -1.1737 0.250
H -0.8912 1.6936 1.6419 0.236
H -2.3160 -1.3164 0.5504 0.448
H -0.8888 -2.0629 0.5907 0.465
H -1.7616 -1.4823 -0.7878 0.442
```

***

3.
ORCA calculation (the ωB97M-V functional and the def2-TZVPD basis) on a 3-piece molecular cluster, C5H11NO2 overall at a distorted geometry.

HOMO level   -7.33 eV
M   117.148 g/mol
Energy above the lowest of the compared OMol25 structures with the same formula, charge and spin   687.6 kJ/mol

XYZ file:
```
19
Properties=species:S:1:pos:R:3:nbo_charge:R:1
C 0.9509 -1.2678 1.1564 0.128
C 1.2048 -0.1544 0.2418 -0.376
N -0.1555 0.2558 -0.4546 -0.505
C -1.1395 -1.1805 0.0163 0.449
C -0.3308 -1.8212 0.9445 -0.403
C -2.4805 -1.6801 -0.4132 -0.759
H 1.6505 -1.5646 1.9487 0.239
H 1.7753 -0.5353 -0.6226 0.308
H -0.4220 1.0226 0.2284 0.458
H -0.7812 -2.5963 1.5862 0.240
H -2.6015 -2.6399 -1.0274 0.284
H -3.2221 -1.8000 0.4275 0.274
H -2.9308 -0.9132 -1.1132 0.266
H 1.7291 0.7110 0.6786 0.321
H 2.5489 3.0048 -1.7575 0.453
O 2.0639 2.1944 -1.4845 -1.078
H 0.3500 3.7567 0.1377 0.445
H 1.3526 2.4006 -0.7481 0.494
O 0.4379 2.8074 0.2551 -1.239
```

***

4.
ORCA calculation (the ωB97M-V functional and the def2-TZVPD basis) on C10H20Br2ClNiO4S2 as an isolated structure at a distorted geometry.

<S²>   2.00
HOMO level (alpha / beta)   -11.31 / -11.31 eV
M   522.354 g/mol
Energy above the lowest of the compared OMol25 structures with the same formula, charge and spin   703.7 kJ/mol
Net charge   +1
2S+1   3

XYZ file:
```
40
Properties=species:S:1:pos:R:3:nbo_charge:R:1
Ni 6.0144 3.0412 -2.8496 0.996
Cl 4.1241 -0.8107 -2.8134 0.004
C 3.5457 3.0066 5.3098 -0.407
C 3.7192 1.4981 5.4788 -0.399
C 4.7439 0.9664 4.4306 -0.653
S 5.8029 2.4017 3.9749 2.056
O 5.5518 2.7709 2.5548 -0.949
O 7.1549 2.1155 4.5271 -0.917
C 4.9845 3.5711 5.1782 -0.619
H 2.9066 3.3954 6.1025 0.239
H 3.1092 3.1109 4.3165 0.205
H 2.7131 1.0912 5.3767 0.227
H 4.0701 1.3194 6.4951 0.212
H 4.3151 0.5575 3.5157 0.246
H 5.3785 0.3377 5.0552 0.265
H 5.1048 4.6244 4.9248 0.253
H 5.6048 3.4067 6.0593 0.241
C -3.5341 -1.3301 0.1868 -0.426
C -4.7483 -2.1396 -0.2349 -0.417
C -5.7892 -1.1375 -0.6901 -0.621
S -4.7846 0.1891 -1.5910 2.064
O -5.0133 1.5528 -1.0877 -0.928
O -4.8800 0.0427 -3.0351 -0.934
C -3.0911 -0.3863 -0.9382 -0.614
H -2.7541 -2.0291 0.4886 0.225
H -3.8870 -0.9444 1.1433 0.223
H -5.1089 -2.5503 0.7082 0.226
H -4.6496 -2.9698 -0.9343 0.221
H -6.2507 -0.6473 0.1672 0.238
H -6.6795 -1.4919 -1.2096 0.261
H -2.5816 0.5531 -0.7236 0.249
H -2.5303 -0.9583 -1.6774 0.233
Br -1.8181 -5.0623 -7.4732 -0.044
C -2.0534 -3.1417 -6.8794 -0.419
C -1.0634 -2.1545 -7.4383 -0.454
Br -0.9741 -2.1890 -9.4194 0.005
H -2.0423 -3.2514 -5.7950 0.228
H -3.1086 -2.9493 -7.0737 0.231
H -0.0951 -2.2567 -6.9484 0.219
H -1.4067 -1.1522 -7.1820 0.232
```